# 1
This record from the OMol25 dataset describes a molecular structure, C21H39CrF3N4O7S at a distorted geometry. The level of theory is the ωB97M-V functional and the def2-TZVPD basis.

Each line ends with the Mulliken spin population.
CARTESIAN COORDINATES (ANGSTROEM)
H1 -2.9738 -1.4808 3.1003  0.000
H2 -0.7990 3.8153 -1.8318  0.000
N1 0.3101 2.1774 0.1948  -0.040
Cr1 0.1090 0.1832 -0.3103  1.016
C1 0.9574 -1.7443 -2.2570  0.000
C2 -1.8085 -2.2377 0.5704  -0.001
S1 -1.6416 -0.0574 -2.9368  0.006
H3 1.4469 -3.0438 -0.5821  -0.001
H4 2.8134 1.3929 1.4363  -0.002
F1 -2.4651 2.3831 -3.5914  0.000
H5 4.3658 0.7546 0.9115  0.000
O1 -1.3542 0.6294 -1.6204  0.002
C3 -3.4352 -1.0794 2.2016  0.002
H6 1.9389 4.9378 -0.9757  0.000
O2 -0.5248 0.0893 -3.8209  0.000
C4 1.8384 -2.6103 0.3267  0.003
H7 -1.3855 3.4633 0.1097  0.002
C5 3.5401 1.4066 0.6317  0.006
C6 2.9739 1.0373 -0.7438  0.002
H8 0.9798 2.2459 0.9570  -0.003
H9 3.0456 2.9951 -1.5129  -0.001
H10 -1.1265 -0.5933 3.1210  -0.001
F2 -3.4860 0.8089 -4.6665  0.000
N2 0.7227 -2.4466 1.3390  0.010
H11 2.5437 -3.3309 0.7422  0.000
C7 0.4478 0.6830 2.5853  0.010
C8 -0.9896 2.6692 0.7394  0.009
H12 -4.2228 -1.7662 1.8986  0.000
C9 -1.0296 -3.4538 2.6888  0.000
H13 -0.4685 -4.1521 -0.6422  0.000
C10 -2.9491 1.1398 -3.5085  -0.002
C11 -1.0374 0.3626 2.6085  -0.006
C12 -0.6865 -3.0834 1.2431  -0.001
O3 0.0628 -1.4738 -1.3362  -0.005
H14 -3.9052 -0.1291 2.4559  0.000
C13 0.0988 3.2509 -2.0788  0.001
H15 1.0906 -2.7879 2.2252  0.000
H16 0.6250 -1.4084 1.4550  0.004
H17 2.0603 4.1840 0.6162  0.000
C14 -0.5730 -4.3674 0.4207  -0.002
C15 -2.0814 1.5794 0.8144  -0.010
H18 -2.0675 -3.7715 2.7527  0.000
N3 2.1491 -0.2287 -0.8160  -0.010
H19 1.8283 0.0490 -2.9018  -0.002
H20 3.0390 -1.1961 -2.5195  0.002
F3 -3.9051 1.1444 -2.5668  0.000
H21 3.9514 2.4125 0.5664  0.000
N4 -1.5369 0.2655 1.2318  -0.027
H22 0.2721 -4.9727 0.7506  0.000
H23 -2.6550 -2.9277 0.5459  0.000
C16 -2.4611 -0.8947 1.0319  0.028
O4 1.0402 0.0982 1.5722  -0.022
C17 2.2636 2.2398 -1.4224  0.012
H24 0.6569 3.8364 -2.8077  0.000
H25 -0.8901 -2.6272 3.3861  0.000
C18 2.1040 -0.7310 -2.1979  0.008
H26 2.9377 -0.8961 1.0169  -0.001
H27 -2.8626 1.9250 1.5021  -0.002
H28 -1.5475 -2.1060 -0.4713  -0.003
C19 2.6896 -1.3317 0.0554  0.010
H29 -0.1983 2.3215 -2.5473  -0.001
O5 0.9732 -2.7099 -2.9700  0.004
H30 -3.0657 -0.6300 0.1603  -0.001
C20 0.9939 2.9902 -0.8692  -0.003
O6 -2.3658 -1.2768 -2.8040  0.002
H31 3.8524 0.8548 -1.3778  0.001
H32 -0.8202 3.0817 1.7361  0.000
H33 -0.4152 -4.2903 3.0270  0.000
H34 2.0218 1.9386 -2.4405  0.001
H35 -1.5707 1.1084 3.2006  -0.001
O7 1.0041 1.3687 3.4050  0.005
H36 -2.5203 1.4500 -0.1688  -0.001
H37 -1.4747 -4.9631 0.5479  0.000
H38 3.6108 -1.6978 -0.4104  0.004
C21 1.4079 4.3292 -0.2467  -0.001
H39 0.5329 4.8955 0.0715  0.000

Values from the calculation:
**Charge**: +1
**Energy relative to the best compared isomer or geometry (same formula, charge and spin)**: 66.7 kJ/mol
**Expectation value of S²**: 1.07
**HOMO level (spin up / spin down)**: -12.766 / -12.650 eV
**Kohn-Sham gap (spin up / spin down)**: 8.33 / 8.78 eV
**E_LUMO (spin up / spin down)**: -4.43 / -3.87 eV
**2S+1**: 2


# 2
This record from the OMol25 dataset describes 5 unconnected molecules or ions with the total composition C21H39F3NO7S5 at a distorted geometry. The level of theory is the ωB97M-V functional and the def2-TZVPD basis.

Each line ends with the Löwdin charge.
CARTESIAN COORDINATES (ANGSTROEM)
H1 4.4254 3.6000 2.0934  0.027
H2 -3.3880 -0.3961 -2.2022  0.148
O1 -2.1738 4.3523 4.3598  -0.560
H3 5.6575 3.0971 3.2599  0.057
O2 -0.2578 -0.5610 -0.4288  0.010
H4 2.7963 6.9196 4.0047  0.058
O3 -2.1028 -1.6612 0.1591  0.146
C1 0.3310 0.1810 -1.5281  -0.463
H5 0.3175 4.1049 3.3083  0.041
H6 7.0106 0.8453 1.5830  0.057
H7 0.3975 -5.0344 -0.8614  0.087
H8 2.6742 0.1183 -2.7338  0.054
C2 -1.6725 -1.6661 -2.1049  -0.036
O4 4.3581 1.0699 0.6360  -0.584
F1 2.2061 -3.8466 -6.1611  0.193
C3 -0.4022 -3.8999 -4.9165  -0.038
H9 3.9301 2.5915 -1.6441  0.058
O5 3.1727 4.1165 3.9613  -0.573
H10 -3.8941 -1.0608 -4.5512  0.151
H11 1.7148 7.0193 5.4297  0.055
H12 6.1738 -0.5972 2.2124  0.047
O6 -4.1576 -5.2750 -1.9991  -0.580
S1 -4.8496 -5.1245 -0.6835  0.813
C4 0.1393 -3.9825 -0.9391  0.125
S2 1.6329 1.2600 -0.9414  0.950
H13 -4.9298 -2.7703 -1.0430  0.052
H14 6.6578 0.6977 3.3331  0.055
F2 1.7123 -2.2459 -4.7947  0.152
C5 -3.0900 2.8969 6.3677  -0.268
C6 2.5424 6.4803 4.9693  -0.268
H15 1.2895 -3.1997 -2.5311  0.121
S3 -3.3794 3.5610 4.7253  0.820
H16 0.7821 -0.4791 -2.2683  0.071
H17 -0.4186 0.7926 -2.0295  0.090
O7 0.0918 -3.1483 -6.0499  0.055
C7 4.0206 1.7133 -2.2761  -0.162
C8 5.2755 2.9444 2.2522  -0.278
C9 -2.7752 -1.1086 -2.7341  0.053
H18 3.5530 -0.1701 -1.2383  0.058
C10 -4.6240 -3.4127 -0.2152  -0.275
C11 1.3997 -2.8002 -5.9878  -0.714
H19 5.0410 1.3409 -2.1958  0.075
N1 -2.2518 -2.3621 -4.6330  0.175
H20 -2.4526 -2.6011 -5.5980  0.193
C12 6.3037 0.4771 2.3266  -0.268
H21 -1.0547 -4.6544 -5.3505  0.157
C13 -1.3398 -1.2761 -0.6837  -0.483
H22 3.8749 1.9694 -3.3239  0.070
C14 -3.2532 1.9911 3.8598  -0.274
H23 0.4177 -4.3384 -4.3605  0.133
C15 0.7281 5.0657 3.6054  -0.280
H24 -5.2031 -3.1795 0.6782  0.064
H25 -3.5662 -3.2739 -0.0119  0.018
C16 -6.6096 -5.0322 -1.0191  -0.267
H26 -6.9329 -6.0059 -1.3801  0.053
C17 -3.0484 -1.4804 -4.0284  0.011
C18 3.0762 0.5969 -1.8378  -0.531
H27 -6.7971 -4.2750 -1.7805  0.057
C19 -1.1828 -2.9462 -4.0581  -0.095
F3 1.6325 -1.9077 -6.9336  0.206
S4 2.0757 4.7621 4.7417  0.829
H28 6.0507 3.1419 1.5098  0.062
H29 -3.3623 2.1892 2.7956  0.046
H30 1.1007 5.5980 2.7291  0.061
S5 4.7066 1.2601 2.0787  0.844
C20 -0.8525 -2.6172 -2.7503  -0.079
C21 0.2947 -3.2780 -2.0987  -0.094
H31 3.4083 6.5082 5.6272  0.049
H32 -0.0472 5.6423 4.1060  0.041
H33 -0.2417 -3.5183 -0.0315  0.084
H34 -3.0839 3.7304 7.0666  0.052
H35 -2.1264 2.3880 6.3908  0.060
H36 -7.1392 -4.7894 -0.0982  0.057
H37 -4.0524 1.3293 4.1936  0.053
H38 -2.2787 1.5432 4.0547  0.059
H39 -3.8941 2.2083 6.6265  0.055

Values from the calculation:
**Charge**: +1
**HOMO level**: -10.157 eV
**Kohn-Sham gap**: 5.78 eV
**E_LUMO**: -4.38 eV


# 3
This record from the OMol25 dataset describes a molecular structure, C21H40BeCl3N2O4Si at a distorted geometry. The level of theory is the ωB97M-V functional and the def2-TZVPD basis.

Each line ends with the Löwdin charge.
CARTESIAN COORDINATES (ANGSTROEM)
O1 0.7244 -1.5722 -0.3086  -0.311
H1 -0.7919 0.6827 -0.8024  0.090
C1 0.4665 -0.5070 3.6937  -0.073
H2 1.4183 2.5484 3.3335  -0.268
Cl1 -0.4404 -3.5512 -2.3377  0.408
H3 -0.7485 -0.7617 2.0076  0.093
C2 -3.7133 1.0828 -1.4227  -0.052
H4 0.5913 -0.3118 -5.4713  0.078
C3 -1.5159 -3.6834 0.6677  -0.197
H5 -0.5262 -6.3710 -1.0746  0.005
Be1 1.3765 -0.8501 1.2751  -0.087
O2 0.2172 -0.8916 2.3151  -0.165
O3 -2.1726 -0.7325 1.3094  -0.028
C4 0.2895 -5.8859 -0.5204  -0.267
H6 1.2355 -6.0991 -1.0596  0.027
H7 3.1323 3.4756 0.2731  0.110
H8 -2.9104 -1.1239 -2.4809  0.086
C5 1.4419 -0.7242 -1.2203  -0.344
C6 -2.9170 -1.2925 -1.3979  -0.043
H9 2.4954 -1.0464 -1.1152  0.120
H10 0.3427 -1.3784 4.3419  0.088
Cl2 3.1079 -0.4731 1.8086  0.372
H11 1.5824 -2.2072 -4.3512  0.068
C7 -0.2607 -0.3966 -4.7665  -0.116
C8 2.4552 1.5332 -0.3980  -0.082
H12 2.3553 -2.6120 -2.7886  0.068
H13 -1.4147 -4.1166 1.6711  0.042
H14 1.4726 -0.0835 3.7571  0.003
H15 -0.7650 -1.3634 -4.9463  0.072
H16 0.9750 4.5926 -0.2052  0.091
H17 -1.1007 5.0085 1.3053  0.065
C9 1.3389 0.7547 -0.7572  -0.189
H18 -0.2480 0.2732 3.9456  0.075
H19 -1.7459 -2.6189 0.7754  -0.016
H20 2.5112 -3.3550 -0.2285  0.043
H21 -3.0481 1.1069 1.0427  0.150
H22 2.9466 -1.2207 -3.7546  0.096
C10 1.0670 3.5119 -0.3016  -0.098
O4 -0.4992 1.9985 2.6441  -0.055
H23 -1.9318 3.9463 2.4817  0.071
C11 0.1004 -0.2377 -3.3259  -0.139
C12 0.0787 1.3452 -0.6876  -0.063
C13 1.2254 5.1461 2.9536  -0.082
H24 -3.3142 1.1993 -2.4418  0.088
Cl3 2.7941 2.3272 3.8111  -0.001
H25 1.4561 5.6129 1.9835  0.070
H26 2.1140 4.6134 3.3245  0.017
H27 -1.4081 5.5957 2.9369  0.071
H28 0.9498 5.9407 3.6618  0.076
H29 -0.9784 0.3928 -5.0469  0.064
H30 -0.5356 0.4782 -2.7891  0.087
H31 -2.3756 -4.1571 0.1747  0.035
C14 -2.7391 0.1334 0.6093  -0.245
H32 -3.5761 2.0262 -0.8731  0.085
H33 -1.0663 3.1734 -0.6285  0.095
N1 -2.9961 0.0100 -0.7234  -0.180
H34 2.1197 -4.6920 0.8744  0.025
H35 -3.7817 -1.9388 -1.1589  0.104
H36 3.4234 1.0544 -0.2938  0.076
H37 1.7390 -3.0540 1.3804  0.003
C15 0.2951 2.8792 2.9207  -0.476
C16 -1.1566 4.7059 2.3572  -0.071
Si1 0.0426 -3.9742 -0.3293  0.213
H38 0.3234 -6.3252 0.4851  0.018
C17 1.7522 -3.7255 0.4927  -0.195
C18 1.0987 -0.8858 -2.7010  -0.287
C19 -0.0681 2.7285 -0.5532  -0.074
C20 2.2954 2.8823 -0.1072  -0.075
H39 -1.9866 -1.8086 -1.1277  0.021
N2 0.1290 4.1906 2.8206  -0.189
H40 -4.7893 0.8593 -1.4973  0.088
C21 2.0415 -1.7814 -3.4409  -0.092

Values from the calculation:
**Charge**: -1
**HOMO level**: -3.253 eV
**Kohn-Sham gap**: 5.55 eV
**E_LUMO**: 2.30 eV


What did we get for DFT total energy? Answer: -90106.97714 -100549.25474 -79448.36727 eV, in the order shown.